#1
{"formula": "C3H13N4", "method": "ωB97M-V/def2-TZVPD", "gap_ha": 0.3759, "lumo_ev": -2.792, "total_charge": 1, "e_homo_ev": -13.021, "elements": ["H", "C", "H", "H", "H", "N", "H", "H", "H", "H", "N", "C", "N", "H", "H", "N", "H", "H", "H", "C"], "positions_angstrom": [[-1.981, -2.174, 0.565], [1.137, 1.724, 0.842], [0.869, 3.684, 0.988], [-1.961, -3.525, -0.464], [-0.334, -0.170, -0.045], [0.359, 2.860, 1.006], [-0.469, -2.361, -2.123], [-0.269, 2.845, 1.838], [2.893, 2.786, 0.286], [0.273, -2.450, -0.467], [0.687, 0.550, 1.194], [-1.910, -2.460, -0.476], [-0.465, -0.557, -1.032], [3.065, 1.163, 0.586], [-2.715, -2.084, -1.078], [2.412, 1.868, 0.353], [0.025, 0.638, 1.985], [0.262, -0.219, -1.616], [-1.314, -0.050, -1.277], [-0.564, -2.066, -1.065]], "mulliken_charge": [0.365, 0.609, 0.228, 0.347, 0.238, -0.479, 0.333, 0.263, 0.243, 0.301, -0.876, -1.180, -0.245, 0.261, 0.377, -0.453, 0.209, 0.362, 0.368, -0.272]}

***

#2
{"formula": "C3H13N4", "method": "ωB97M-V/def2-TZVPD", "gap_ha": 0.3638, "lumo_ev": -3.614, "total_charge": 1, "e_homo_ev": -13.512, "elements": ["H", "H", "N", "H", "H", "N", "C", "C", "N", "N", "H", "H", "C", "H", "H", "H", "H", "H", "H", "H"], "positions_angstrom": [[-1.713, -2.203, 0.522], [-0.938, -0.085, 3.342], [0.440, 1.256, -3.368], [-0.376, 1.912, -3.467], [0.920, -0.231, 2.919], [-0.409, -0.459, -0.925], [-0.039, -0.607, 2.780], [-0.372, -0.632, 1.318], [-2.008, -1.228, 0.910], [0.167, -0.160, 0.226], [-0.176, -0.001, -1.810], [1.371, 1.114, -0.972], [1.407, 0.675, 0.103], [2.365, 0.090, 0.297], [-2.616, -1.400, 1.751], [1.128, 1.747, -2.862], [0.028, -1.548, 3.261], [1.307, 1.426, 0.867], [-1.376, -0.569, -0.663], [0.892, 0.905, -4.230]], "mulliken_charge": [0.315, 0.285, -0.795, 0.251, 0.379, -0.697, -1.178, 0.728, -0.754, 0.447, 0.403, -0.085, -0.460, 0.307, 0.281, 0.239, 0.356, 0.376, 0.374, 0.227]}

***

The most stable of them is #1.

***

#1
{"formula": "C20H22N2O3", "method": "ωB97M-V/def2-TZVPD", "gap_ha": 0.2892, "lumo_ev": -0.815, "total_charge": 0, "smiles": "CC(C)c1c(C(=O)c2ccccc2)n(CC2CC=CC2)c(=O)[nH]c1=O", "e_homo_ev": -8.684, "elements": ["C", "C", "H", "H", "H", "H", "C", "H", "O", "C", "C", "O", "H", "C", "H", "C", "C", "H", "C", "C", "H", "C", "C", "N", "H", "C", "H", "C", "H", "C", "O", "H", "C", "H", "H", "C", "C", "H", "H", "C", "H", "H", "N", "H", "C", "H", "H"], "positions_angstrom": [[-2.201, 0.513, 0.857], [2.756, -1.295, -0.431], [-4.964, 1.963, 0.668], [2.107, 0.108, -4.687], [-1.869, 0.655, 4.222], [-2.739, 0.804, -1.209], [0.532, 1.555, -1.489], [2.852, -0.616, 2.810], [-1.109, -1.590, -1.065], [1.977, 1.824, -3.343], [1.320, 2.324, -2.299], [0.291, -0.273, 3.910], [0.782, -2.078, 0.682], [-2.652, 0.625, 2.276], [-4.237, 2.205, -1.015], [3.382, -0.753, 1.809], [1.720, 0.526, -3.734], [-4.885, -0.731, 0.552], [0.227, 0.267, -1.797], [-0.946, 0.022, 0.543], [4.550, -2.839, 2.044], [-3.218, 0.691, -0.228], [-3.973, 2.047, 0.019], [-0.086, -0.441, 1.600], [-3.252, 2.797, 0.491], [-0.406, -0.022, 2.910], [-3.909, -1.366, -0.724], [0.918, -0.337, -2.912], [0.810, -1.382, -3.402], [-0.669, -0.430, -0.907], [-3.772, 0.984, 2.668], [2.023, 0.457, 0.626], [3.659, -2.410, 0.091], [1.251, -1.878, 2.275], [2.760, 2.423, -3.861], [-4.362, -0.415, -0.351], [4.061, -2.067, 1.428], [-5.210, -0.102, -0.897], [0.076, 2.018, -0.637], [1.037, -1.314, 1.395], [4.001, -3.377, -0.389], [3.211, -0.681, -1.110], [-1.675, 0.522, 3.222], [1.601, 3.284, -2.219], [2.262, -0.577, 0.820], [4.042, 0.135, 1.689], [1.928, -1.773, -0.902]], "mulliken_charge": [-0.085, -0.870, 0.219, 0.355, 0.307, 0.408, -0.228, 0.402, -0.636, -0.373, -1.164, -0.683, 0.437, 0.482, 0.532, -0.977, -0.527, 0.338, 0.717, 0.593, 0.368, 0.683, -1.474, 0.264, 0.299, 0.292, 0.296, -0.285, 0.264, -0.007, -0.661, 0.719, -0.508, 0.919, 0.367, -1.466, -0.568, 0.475, 0.485, -2.442, 0.351, 0.537, -0.040, 0.491, 0.795, 0.343, 0.255]}

***

#2
{"formula": "C20H22N2O3", "method": "ωB97M-V/def2-TZVPD", "gap_ha": 0.3046, "lumo_ev": 0.301, "total_charge": 0, "smiles": "CCOc1cccc(OCCCCn2cnc3ccccc3c2=O)c1", "e_homo_ev": -7.989, "elements": ["C", "C", "H", "O", "C", "C", "H", "C", "H", "C", "H", "C", "C", "H", "H", "C", "C", "H", "H", "O", "H", "C", "C", "C", "H", "H", "N", "H", "C", "C", "C", "C", "H", "H", "C", "C", "H", "O", "H", "H", "H", "N", "H", "C", "H", "H", "H"], "positions_angstrom": [[1.756, -2.614, -2.107], [0.706, 2.746, 2.202], [1.859, 4.466, 1.678], [-2.674, -2.511, -0.160], [-2.649, -1.703, 0.937], [2.480, 0.531, -0.222], [-3.506, -1.289, -2.418], [1.447, 3.593, 1.170], [2.703, -2.123, -0.240], [2.198, -1.760, -1.123], [-0.014, 3.379, 2.725], [-1.845, 0.124, 2.283], [0.906, -0.756, -3.381], [1.908, -3.678, -2.008], [0.586, 0.730, 1.397], [-1.902, -2.187, -1.297], [1.553, 2.249, -1.619], [-4.204, -2.882, 1.790], [0.739, 3.951, 0.418], [3.081, 0.202, 0.781], [-0.559, 1.891, 0.660], [1.998, -0.383, -1.252], [-1.792, -0.620, 1.109], [1.341, 0.126, -2.386], [0.780, -2.788, -4.008], [-1.084, -0.361, 0.339], [2.191, 1.875, -0.480], [-0.863, -1.972, -1.017], [-2.496, -1.036, -2.105], [-2.756, -0.213, 3.282], [-3.599, -1.291, 3.104], [-0.076, 1.579, 1.600], [-4.303, -1.553, 3.880], [3.235, 3.613, -0.039], [2.613, 2.878, 0.482], [1.115, -2.109, -3.238], [0.419, -0.345, -4.251], [-1.056, 1.204, 2.543], [1.408, 2.359, 2.941], [-1.908, -3.101, -1.897], [-2.539, -0.127, -1.510], [1.130, 1.474, -2.541], [3.224, 2.356, 1.223], [-3.553, -2.037, 1.943], [-2.780, 0.382, 4.180], [-1.883, -0.853, -2.983], [1.401, 3.314, -1.748]], "mulliken_charge": [-0.725, -0.698, 0.385, -0.474, 0.287, 0.167, 0.371, -0.834, 0.476, -0.523, 0.362, -0.202, -0.576, 0.403, 0.326, -0.054, -0.062, 0.453, 0.353, -0.691, 0.357, 0.299, 0.773, 0.760, 0.429, -0.022, 0.128, 0.116, -1.055, -0.680, -0.356, -0.243, 0.362, 0.369, -0.901, -0.273, 0.529, -0.378, 0.286, 0.328, 0.261, -0.636, 0.384, -0.723, 0.457, 0.327, 0.359]}

***

The most stable of them is #2.

***

#1
{"formula": "C4H11S", "method": "ωB97M-V/def2-TZVPD", "gap_ha": 0.1724, "lumo_ev": 2.773, "total_charge": -1, "e_homo_ev": -1.917, "elements": ["C", "H", "C", "H", "C", "H", "H", "H", "H", "S", "H", "H", "H", "H", "H", "C"], "positions_angstrom": [[-0.581, 2.463, -4.179], [-2.630, 3.168, -4.097], [-2.016, 2.357, -3.652], [1.399, -2.728, 2.551], [1.722, -2.828, 3.616], [0.454, -2.236, 5.347], [2.842, -2.533, 3.473], [1.547, -3.973, 3.930], [-0.561, 3.218, -5.043], [0.309, 1.122, -4.827], [1.245, -0.784, 4.732], [-0.010, -1.680, 3.857], [0.083, 2.740, -3.246], [-2.299, 2.029, -2.643], [-2.436, 1.490, -4.231], [0.933, -1.826, 4.412]], "mulliken_charge": [-0.381, 0.246, -0.912, 0.238, -0.663, 0.239, 0.224, 0.221, 0.134, -0.745, 0.282, 0.233, 0.121, 0.290, 0.248, -0.774]}

***

#2
{"formula": "C4H11S", "method": "ωB97M-V/def2-TZVPD", "gap_ha": 0.2140, "lumo_ev": 3.725, "total_charge": -1, "e_homo_ev": -2.098, "elements": ["C", "S", "C", "H", "H", "H", "H", "H", "H", "H", "H", "C", "H", "C", "H", "H"], "positions_angstrom": [[0.876, -1.160, 0.260], [-0.709, 1.806, -0.409], [-0.607, 3.662, -0.015], [-1.116, 4.061, 0.939], [-0.816, -2.522, 0.601], [1.703, -0.545, 0.814], [0.738, -3.615, -1.364], [0.465, 3.908, 0.071], [1.814, -3.962, 0.105], [0.664, -2.662, 1.815], [-0.883, 4.155, -0.989], [0.278, -2.440, 0.793], [1.010, -1.285, -0.866], [0.733, -3.660, -0.221], [0.010, -0.502, 0.250], [0.068, -4.339, 0.265]], "mulliken_charge": [-0.621, -0.637, -0.745, 0.183, 0.289, 0.264, 0.347, 0.171, 0.208, 0.225, 0.167, -0.304, 0.208, -1.027, -0.045, 0.316]}

***

The most stable of them is #1.

***

#1
{"formula": "C4H11S", "method": "ωB97M-V/def2-TZVPD", "gap_ha": 0.2503, "lumo_ev": 4.227, "total_charge": -1, "e_homo_ev": -2.585, "elements": ["H", "C", "S", "C", "H", "C", "H", "H", "H", "H", "H", "H", "C", "H", "H", "H"], "positions_angstrom": [[-0.606, 1.412, -1.267], [-1.318, -0.261, -0.169], [1.906, 0.391, 0.114], [-0.676, -1.605, 0.205], [0.339, -1.383, 0.586], [-1.269, 0.692, 1.019], [-1.920, 1.588, 0.825], [2.720, 0.469, 1.182], [-1.233, -2.130, 1.013], [0.275, -0.163, -1.622], [-1.369, 0.311, -2.302], [-0.620, -2.205, -0.671], [-0.725, 0.345, -1.420], [-1.535, 0.204, 1.988], [-0.218, 1.031, 1.076], [-2.407, -0.421, -0.435]], "mulliken_charge": [0.334, 0.658, -0.795, -1.357, 0.224, -1.155, 0.319, -0.055, 0.382, 0.230, 0.356, 0.388, -1.309, 0.361, 0.184, 0.236]}

***

#2
{"formula": "C4H11S", "method": "ωB97M-V/def2-TZVPD", "gap_ha": 0.2259, "lumo_ev": 3.922, "total_charge": -1, "e_homo_ev": -2.224, "elements": ["H", "S", "C", "C", "H", "H", "H", "H", "H", "H", "H", "H", "C", "C", "H", "H"], "positions_angstrom": [[1.417, -1.923, 0.459], [0.359, 0.614, 1.592], [0.415, -2.131, 1.016], [-0.475, -0.887, 0.933], [-0.193, 0.954, -3.742], [-0.535, 2.616, -2.009], [-0.111, -2.922, 0.353], [-1.337, -0.101, -2.936], [-0.641, 1.291, -0.720], [-0.816, -0.666, -0.180], [0.599, -2.569, 2.014], [-1.356, -0.967, 1.500], [-0.355, 0.407, -2.850], [-0.259, 1.492, -1.757], [0.855, 1.574, -1.541], [0.416, -0.398, -2.721]], "mulliken_charge": [0.213, -0.718, -0.985, -0.164, 0.359, 0.264, 0.254, 0.247, 0.121, -0.085, 0.292, 0.251, -0.854, -0.639, 0.206, 0.238]}

***

The most stable of them is #1.

***

#1
{"formula": "CH5N2O2", "method": "ωB97M-V/def2-TZVPD", "gap_ha": 0.3376, "lumo_ev": -6.467, "total_charge": 1, "e_homo_ev": -15.654, "elements": ["H", "H", "H", "O", "N", "O", "N", "H", "C", "H"], "positions_angstrom": [[-0.480, 1.359, -1.779], [0.725, 1.161, 1.601], [-0.191, -1.835, -0.715], [-0.206, 1.429, -0.900], [-0.113, 0.136, -0.329], [-1.069, -0.781, -2.128], [-0.542, -0.834, -1.043], [1.448, -0.355, 1.364], [0.569, 0.081, 1.620], [-0.140, -0.362, 2.308]], "mulliken_charge": [0.370, 0.296, 0.346, -0.322, 0.056, -0.475, 0.362, 0.356, -0.282, 0.294]}

***

#2
{"formula": "CH5N2O2", "method": "ωB97M-V/def2-TZVPD", "gap_ha": [0.2816, 0.2815], "lumo_ev": [-7.617, -7.619], "total_charge": 1, "e_homo_ev": [-15.280, -15.278], "elements": ["O", "H", "C", "H", "H", "O", "N", "H", "H", "N"], "positions_angstrom": [[0.767, 1.513, 0.298], [1.775, 1.616, 0.212], [-1.816, -0.142, -0.137], [-1.970, -0.304, 0.918], [-1.832, 0.861, -0.502], [2.308, -0.459, -0.298], [0.424, 0.202, 0.397], [0.697, -1.596, -0.140], [-1.492, -0.972, -0.724], [1.139, -0.719, -0.024]], "mulliken_charge": [-0.308, 0.404, -0.165, 0.319, 0.294, -0.557, -0.147, 0.270, 0.279, 0.611]}

***

The most stable of them is #1.

***

#1
{"formula": "C4H4N2OS", "method": "ωB97M-V/def2-TZVPD", "gap_ha": [0.2707, 0.2708], "lumo_ev": [-1.079, -1.079], "total_charge": 0, "smiles": "C/C=N/n1c(=O)c1=S", "e_homo_ev": [-8.445, -8.447], "elements": ["H", "O", "S", "C", "C", "N", "N", "C", "H", "C", "H", "H"], "positions_angstrom": [[2.110, 0.758, 1.296], [-2.148, -2.180, 0.098], [-3.924, 1.411, 0.035], [1.098, 0.091, -0.444], [-2.169, -0.987, -0.011], [-1.284, 0.026, -0.165], [-0.022, 0.162, 0.153], [-3.064, 0.121, -0.003], [1.179, -0.159, -1.505], [2.344, 0.340, 0.319], [2.879, -0.603, 0.456], [3.000, 1.018, -0.227]], "mulliken_charge": [0.276, -0.591, -0.297, 0.038, 0.554, -0.167, -0.092, 0.245, 0.423, -0.944, 0.266, 0.289]}

***

#2
{"formula": "C4H4N2OS", "method": "ωB97M-V/def2-TZVPD", "gap_ha": 0.3746, "lumo_ev": 0.493, "total_charge": 0, "smiles": "N#C[C@@H]1SN=C[C@H]1O", "e_homo_ev": -9.701, "elements": ["H", "H", "H", "H", "C", "C", "O", "N", "C", "S", "C", "N"], "positions_angstrom": [[-1.416, -0.514, 2.054], [-2.327, -0.666, -0.778], [0.497, -0.585, -1.815], [-0.131, -1.892, 0.455], [-1.003, -0.052, 1.167], [1.727, -0.590, -0.018], [-1.831, -1.413, -0.580], [2.741, -0.794, 0.474], [0.416, -0.219, -0.723], [0.091, 1.483, -0.495], [-0.571, -1.049, 0.035], [-0.863, 1.177, 0.938]], "mulliken_charge": [0.381, 0.366, 0.330, 0.513, -0.016, 0.088, -0.554, -0.409, 0.241, -0.007, -0.490, -0.444]}

***

The most stable of them is #2.

***

#1
{"formula": "C4H6N3O2", "method": "ωB97M-V/def2-TZVPD", "gap_ha": 0.2696, "lumo_ev": -5.919, "total_charge": 1, "e_homo_ev": -13.256, "elements": ["C", "H", "H", "N", "O", "H", "H", "H", "N", "C", "C", "N", "C", "H", "O"], "positions_angstrom": [[-1.051, 1.682, -0.267], [0.871, -2.357, -1.566], [0.972, -0.129, 1.477], [-2.123, -0.918, -0.198], [0.190, -0.639, 1.275], [2.171, -1.921, -0.049], [-2.731, 1.709, 0.645], [-1.273, 1.033, 1.539], [-1.856, 1.186, 0.697], [0.239, -1.266, 0.065], [1.206, -1.960, -0.599], [-1.060, -1.152, -0.569], [-0.192, 1.921, -1.063], [0.478, 2.379, -1.760], [-3.266, -0.811, -0.051]], "mulliken_charge": [0.131, 0.306, 0.386, 0.622, -0.469, 0.274, 0.294, 0.263, -0.521, 0.596, -0.659, 0.183, -0.476, 0.429, -0.359]}

***

#2
{"formula": "C4H6N3O2", "method": "ωB97M-V/def2-TZVPD", "gap_ha": 0.3501, "lumo_ev": -4.017, "total_charge": 1, "e_homo_ev": -13.545, "elements": ["C", "N", "O", "C", "H", "H", "N", "H", "H", "H", "C", "H", "O", "N", "C"], "positions_angstrom": [[-0.877, 0.658, 0.510], [1.076, -0.184, 0.369], [1.246, 1.060, 0.721], [0.563, -2.242, -1.337], [0.368, -2.921, -2.135], [1.316, -2.360, -0.535], [-0.177, -0.399, 0.234], [-0.966, 3.408, 1.101], [0.861, 3.483, 0.803], [0.794, -1.172, -1.560], [0.037, 1.669, 0.755], [-1.904, 0.554, 0.615], [-1.686, -2.395, -0.142], [-0.022, 2.941, 1.081], [-0.628, -2.098, -0.482]], "mulliken_charge": [-0.090, -0.429, -0.185, -0.977, 0.360, 0.393, 0.268, 0.278, 0.304, 0.412, 0.117, 0.460, -0.241, -0.437, 0.767]}

***

The most stable of them is #2.